Record 1
{"formula": "C42H41BrMoO2P2", "method": "ωB97M-V/def2-TZVPD", "total_charge": 2, "homo_energy_ev": [-12.673, -12.675], "multiplicity": 3, "elements": ["Mo", "C", "C", "C", "C", "C", "C", "C", "C", "C", "H", "H", "H", "H", "H", "H", "H", "H", "H", "H", "H", "H", "H", "H", "H", "P", "P", "C", "C", "C", "C", "C", "C", "C", "C", "C", "C", "C", "C", "C", "C", "C", "C", "C", "C", "C", "C", "C", "C", "C", "C", "C", "C", "H", "H", "H", "H", "H", "H", "H", "H", "H", "H", "H", "H", "H", "H", "H", "H", "H", "H", "H", "H", "H", "H", "Br", "C", "C", "C", "C", "C", "C", "C", "O", "O", "H", "H", "H", "H"], "positions_angstrom": [[1.088, 0.315, 0.736], [-0.592, -3.078, -2.590], [-1.350, -2.038, -2.942], [-2.820, -2.142, -3.234], [-3.682, -2.992, -2.267], [-3.170, -3.250, -0.875], [-2.282, -4.164, -0.468], [-1.522, -5.111, -1.350], [-1.036, -4.517, -2.676], [0.811, 1.360, 2.712], [0.456, -2.939, -2.306], [-0.876, -1.085, -3.209], [-2.949, -2.563, -4.253], [-3.226, -1.120, -3.276], [-4.642, -2.447, -2.146], [-3.935, -3.933, -2.787], [-3.747, -2.723, -0.114], [-2.240, -4.442, 0.591], [-2.122, -6.018, -1.560], [-0.649, -5.447, -0.768], [-0.172, -5.134, -2.994], [-1.828, -4.634, -3.433], [1.822, 1.416, 3.142], [0.098, 1.184, 3.529], [0.570, 2.336, 2.241], [-0.049, 0.708, -1.291], [-0.871, -0.357, 1.760], [-1.613, -0.085, -0.910], [-1.863, -0.681, 0.302], [-0.372, 2.020, -2.464], [-1.288, 1.858, -3.522], [-1.505, 2.927, -4.394], [-0.808, 4.129, -4.222], [0.094, 4.280, -3.160], [0.342, 3.219, -2.307], [1.279, -0.337, -2.051], [1.928, -1.237, -1.171], [2.966, -2.036, -1.679], [3.492, -1.783, -2.957], [2.940, -0.778, -3.756], [1.819, -0.068, -3.326], [-2.166, 0.351, 2.829], [-2.687, 1.627, 2.521], [-3.616, 2.210, 3.387], [-4.080, 1.524, 4.518], [-3.638, 0.215, 4.741], [-2.693, -0.379, 3.903], [-0.281, -1.861, 2.623], [0.909, -1.857, 3.381], [1.415, -3.078, 3.837], [0.759, -4.279, 3.553], [-0.443, -4.256, 2.828], [-0.996, -3.044, 2.415], [-2.439, 0.069, -1.614], [-2.848, -1.115, 0.470], [-1.816, 0.915, -3.674], [-2.230, 2.831, -5.205], [-0.988, 4.965, -4.901], [0.594, 5.232, -2.991], [1.066, 3.308, -1.492], [1.608, -1.346, -0.078], [3.385, -2.837, -1.067], [4.353, -2.364, -3.308], [3.395, -0.550, -4.721], [1.399, 0.706, -3.971], [-2.372, 2.171, 1.625], [-3.981, 3.214, 3.186], [-4.779, 1.997, 5.219], [-4.016, -0.350, 5.590], [-2.360, -1.406, 4.087], [1.448, -0.926, 3.583], [2.350, -3.108, 4.396], [1.179, -5.239, 3.871], [-0.948, -5.184, 2.566], [-1.964, -3.011, 1.902], [5.848, 2.317, 0.664], [5.086, 3.915, 1.293], [5.922, 4.962, 1.727], [5.379, 6.200, 2.108], [3.988, 6.368, 2.116], [3.154, 5.320, 1.747], [3.684, 4.105, 1.316], [2.673, 3.071, 0.844], [1.589, 3.548, 0.390], [3.014, 1.849, 0.966], [6.999, 4.808, 1.750], [6.040, 7.028, 2.381], [3.540, 7.320, 2.396], [2.070, 5.431, 1.740]], "forces_ev_per_angstrom": [[4.4, 4.0, 2.0], [0.3, -0.1, -0.3], [0.3, -0.4, -0.5], [0.0, 0.2, -0.6], [-0.5, 0.2, -0.3], [-0.2, -0.4, 0.4], [-1.0, -0.5, -0.2], [0.3, -0.2, 0.3], [0.0, -0.2, 0.0], [0.1, 0.2, -0.4], [-0.3, 0.1, -0.4], [-0.2, -0.3, 0.5], [0.0, 0.3, 0.4], [0.0, -0.2, -0.1], [0.5, -0.5, -0.2], [0.2, 0.2, 0.5], [0.1, -0.2, 0.0], [0.0, 0.4, -0.4], [0.2, 0.4, 0.2], [-0.2, 0.0, -0.2], [-0.5, 0.4, -0.1], [0.4, 0.2, 0.2], [-0.1, -0.2, -0.4], [0.1, -0.2, -0.5], [0.1, -0.3, 0.1], [-0.3, -0.1, -1.2], [-1.5, -0.8, 1.3], [-0.9, -0.7, 1.5], [-0.3, 0.8, -1.9], [0.2, 0.6, 0.1], [0.0, 0.1, 0.1], [0.2, -0.1, 0.1], [0.0, 0.0, 0.4], [-0.2, 0.1, -0.5], [0.0, -0.3, 0.3], [-0.1, 0.6, 0.8], [-0.1, 0.2, -0.8], [0.3, 0.0, 0.5], [-0.3, -0.2, 0.6], [-0.1, 0.1, 0.1], [0.2, -0.2, 0.3], [-0.2, 0.7, -0.4], [0.0, -0.1, 0.4], [0.0, -0.1, 0.0], [0.3, -0.3, -0.2], [-0.1, 0.1, 0.0], [0.3, 0.0, 0.0], [0.0, 0.4, -0.3], [0.0, -0.3, -0.5], [0.1, -0.1, 0.1], [-0.3, 0.2, -0.4], [0.0, 0.1, 0.2], [0.2, -0.2, -0.2], [0.4, -0.5, 0.1], [0.3, 0.2, 0.0], [0.0, 0.3, 0.1], [0.3, 0.0, 0.2], [0.0, -0.3, 0.2], [0.0, -0.2, -0.1], [-0.4, 0.1, -0.3], [0.2, -1.5, -1.1], [0.0, 0.4, -0.1], [-0.5, 0.2, 0.2], [-0.2, -0.1, 0.2], [-0.1, -0.3, 0.3], [0.0, -0.1, 0.4], [0.1, -0.2, 0.0], [0.3, -0.2, -0.4], [0.0, 0.1, -0.2], [-0.1, 0.5, 0.1], [-0.2, -0.4, 0.0], [-0.3, 0.1, -0.1], [-0.1, 0.5, -0.1], [0.1, 0.1, 0.2], [0.5, -0.1, 0.2], [0.5, 0.0, 0.0], [-0.7, 1.1, 0.6], [-0.3, -0.1, -0.2], [-0.3, -0.5, -0.2], [0.2, 0.0, 0.1], [0.2, 0.2, -0.1], [0.4, -0.6, -0.3], [-0.3, 2.4, -0.3], [1.0, -2.2, 0.8], [-2.6, -1.9, -0.3], [-0.2, 0.0, -0.1], [-0.2, -0.4, 0.0], [0.2, -0.2, 0.0], [0.3, 0.1, 0.0]], "lowdin_charge": [1.249, -0.084, -0.154, -0.182, -0.160, -0.127, -0.111, -0.177, -0.169, -0.179, 0.088, 0.068, 0.132, 0.091, 0.121, 0.123, 0.092, 0.081, 0.135, 0.110, 0.126, 0.117, 0.049, 0.028, 0.039, 0.979, 0.892, -0.259, -0.246, -0.364, -0.075, -0.047, -0.031, -0.035, -0.072, -0.345, -0.170, -0.039, -0.014, -0.012, -0.030, -0.351, -0.078, -0.049, -0.034, -0.046, -0.061, -0.361, -0.084, -0.048, -0.030, -0.039, -0.098, 0.087, 0.075, 0.095, 0.122, 0.123, 0.125, 0.075, 0.057, 0.129, 0.134, 0.132, 0.125, 0.116, 0.118, 0.127, 0.120, 0.109, 0.090, 0.123, 0.127, 0.120, 0.095, 0.823, -0.606, -0.105, -0.050, -0.060, -0.029, -0.171, -0.611, -0.051, -0.178, 0.105, 0.118, 0.112, 0.119]}

Record 2
{"formula": "C42H41Cl5N6O9S4Sc", "method": "ωB97M-V/def2-TZVPD", "total_charge": 1, "homo_energy_ev": -10.895, "multiplicity": 1, "de_lowest_kj_mol": 17.4, "elements": ["Sc", "Cl", "C", "C", "C", "Cl", "C", "Cl", "C", "Cl", "C", "Cl", "O", "S", "C", "C", "C", "C", "S", "O", "C", "C", "C", "C", "C", "C", "C", "C", "C", "C", "C", "C", "H", "H", "H", "H", "H", "H", "H", "H", "H", "H", "H", "H", "H", "H", "H", "H", "H", "H", "C", "C", "S", "O", "O", "C", "C", "N", "C", "N", "C", "C", "N", "O", "O", "C", "H", "H", "H", "H", "H", "H", "H", "H", "H", "H", "H", "H", "H", "N", "C", "C", "C", "C", "C", "N", "H", "H", "H", "H", "H", "H", "O", "S", "O", "N", "C", "O", "C", "C", "C", "C", "C", "C", "H", "H", "H", "H"], "positions_angstrom": [[-0.536, -0.110, 0.054], [-1.725, 0.423, 3.674], [-2.893, -0.228, 2.550], [-2.526, -0.389, 1.218], [-3.539, -0.909, 0.418], [-3.158, -1.182, -1.268], [-4.816, -1.245, 0.856], [-5.993, -1.878, -0.221], [-5.125, -1.061, 2.202], [-6.682, -1.460, 2.792], [-4.153, -0.549, 3.062], [-4.529, -0.330, 4.724], [1.943, -0.530, -0.543], [3.664, 2.245, -1.598], [4.406, 2.838, -0.050], [4.837, 1.803, 0.988], [3.704, 0.978, 1.600], [2.797, 1.797, 2.511], [1.214, 1.028, 2.915], [0.642, 0.705, 1.539], [1.733, -0.545, 3.572], [2.718, -0.609, 4.551], [3.053, -1.843, 5.083], [2.406, -2.993, 4.649], [1.404, -2.915, 3.694], [1.056, -1.682, 3.158], [4.976, 1.444, -2.486], [6.327, 1.623, -2.214], [7.275, 0.979, -2.997], [6.885, 0.177, -4.060], [5.536, 0.022, -4.345], [4.582, 0.647, -3.559], [3.623, 3.487, 0.349], [5.237, 3.494, -0.311], [5.363, 2.341, 1.782], [5.567, 1.123, 0.548], [4.126, 0.139, 2.152], [3.084, 0.552, 0.809], [2.487, 2.737, 2.048], [3.244, 2.045, 3.476], [3.223, 0.280, 4.901], [3.825, -1.904, 5.838], [2.676, -3.954, 5.062], [0.893, -3.812, 3.366], [0.254, -1.616, 2.434], [6.652, 2.263, -1.405], [8.325, 1.117, -2.779], [7.628, -0.316, -4.669], [5.218, -0.588, -5.179], [3.530, 0.525, -3.791], [3.156, 4.567, -5.061], [1.652, 4.440, -5.270], [1.187, 2.731, -5.121], [1.917, 1.939, -6.072], [1.239, 2.372, -3.718], [-0.534, 2.713, -5.603], [-1.080, 1.292, -5.616], [-0.713, 0.552, -4.414], [-1.175, 0.790, -3.169], [-0.504, 0.076, -2.268], [0.384, -0.697, -2.971], [0.277, -0.395, -4.284], [1.051, -0.973, -5.349], [0.631, -0.881, -6.481], [2.041, -1.577, -5.006], [-2.287, 1.736, -2.896], [3.431, 5.620, -5.033], [3.698, 4.084, -5.870], [3.457, 4.108, -4.120], [1.344, 4.773, -6.260], [1.083, 4.972, -4.508], [-0.593, 3.112, -6.615], [-1.057, 3.381, -4.921], [-0.672, 0.741, -6.460], [-2.166, 1.313, -5.713], [1.024, -1.431, -2.520], [-3.125, 1.548, -3.567], [-1.959, 2.768, -3.020], [-2.635, 1.612, -1.875], [-2.470, 2.780, 1.134], [-1.364, 3.217, 0.490], [-0.971, 4.568, 0.583], [0.098, 5.008, -0.153], [0.777, 4.110, -0.983], [0.348, 2.806, -0.996], [-0.689, 2.340, -0.271], [-2.882, 3.361, 1.843], [-2.638, 1.784, 1.203], [-1.531, 5.239, 1.220], [0.401, 6.045, -0.097], [1.605, 4.407, -1.609], [0.848, 2.089, -1.632], [1.321, -5.680, 1.836], [1.270, -5.267, 0.464], [1.281, -6.239, -0.579], [-0.005, -4.225, 0.261], [0.427, -3.041, 0.025], [-0.329, -2.000, -0.135], [1.898, -2.857, -0.053], [2.622, -1.703, -0.296], [4.010, -1.774, -0.273], [4.642, -2.988, -0.027], [3.921, -4.156, 0.208], [2.549, -4.050, 0.188], [2.549, 0.162, -0.890], [4.600, -0.889, -0.467], [5.723, -3.019, -0.024], [4.417, -5.097, 0.392]], "forces_ev_per_angstrom": [[-0.3, 1.0, -0.2], [-0.1, 0.0, 0.1], [0.0, -0.1, 0.1], [-0.1, 0.0, -0.1], [-0.1, -0.1, 0.0], [0.0, 0.1, 0.0], [0.0, 0.0, 0.0], [0.0, 0.0, 0.0], [0.1, 0.0, 0.0], [0.0, 0.0, 0.0], [0.0, 0.0, 0.0], [0.0, 0.0, 0.0], [0.1, 0.0, -0.4], [-0.1, -0.3, 0.3], [0.1, 0.1, -0.1], [-0.1, 0.1, 0.0], [-0.2, 0.1, -0.1], [0.0, -0.1, 0.0], [0.2, 0.0, -0.1], [-0.2, -0.2, 0.1], [0.0, 0.0, 0.0], [0.0, 0.0, 0.0], [0.0, 0.0, 0.0], [0.0, 0.0, 0.0], [-0.1, 0.0, 0.0], [0.0, 0.0, 0.0], [0.1, 0.1, 0.0], [0.0, 0.0, 0.0], [0.0, 0.0, 0.0], [0.0, 0.0, 0.0], [0.0, 0.0, 0.0], [-0.1, 0.0, 0.0], [0.0, 0.0, 0.0], [0.0, 0.0, 0.1], [0.1, 0.0, 0.0], [0.0, 0.0, -0.1], [0.0, 0.0, 0.1], [0.2, 0.2, 0.4], [0.0, 0.0, 0.0], [0.1, 0.0, 0.0], [0.0, 0.1, 0.0], [0.0, 0.0, 0.0], [0.0, 0.0, 0.0], [0.0, 0.0, 0.0], [0.0, 0.0, 0.0], [0.0, 0.0, 0.0], [0.0, 0.0, 0.0], [0.0, 0.0, 0.0], [0.0, 0.0, 0.0], [0.0, 0.0, 0.0], [0.0, 0.0, 0.0], [0.0, -0.1, 0.0], [-0.1, 0.2, 0.0], [0.1, -0.1, 0.0], [0.2, 0.1, -0.2], [0.1, 0.1, -0.1], [0.0, 0.0, -0.1], [-0.4, -0.4, 0.0], [0.2, 0.1, 0.1], [-0.1, -0.2, -0.1], [0.1, 0.1, 0.0], [0.1, 0.0, 0.1], [-0.3, -0.3, 0.2], [0.0, 0.0, -0.3], [0.3, 0.0, 0.0], [0.0, 0.0, 0.1], [0.0, 0.0, 0.0], [0.0, 0.0, 0.0], [0.0, 0.0, 0.1], [0.0, 0.0, 0.0], [0.0, 0.0, 0.0], [0.0, 0.1, 0.0], [-0.1, 0.0, 0.0], [-0.1, 0.1, 0.1], [0.0, 0.0, 0.1], [0.0, 0.0, 0.0], [0.0, 0.0, 0.0], [0.0, 0.1, 0.0], [0.0, 0.0, 0.0], [-0.1, 0.0, 0.1], [0.0, 0.0, 0.0], [0.0, 0.0, 0.0], [0.0, 0.0, 0.0], [-0.1, 0.0, 0.1], [0.0, -0.1, 0.1], [0.0, -0.2, 0.0], [0.0, 0.0, 0.0], [0.0, 0.1, 0.0], [0.0, 0.0, 0.0], [0.0, 0.0, 0.0], [0.0, 0.0, 0.0], [0.0, 0.0, 0.1], [0.0, 0.0, 0.0], [0.1, 0.0, 0.0], [0.0, 0.0, 0.0], [0.0, 0.0, 0.1], [0.1, 0.1, -0.1], [0.1, -0.6, 0.2], [0.0, 0.0, 0.0], [0.0, 0.0, 0.0], [-0.1, -0.1, -0.1], [0.0, 0.0, 0.0], [0.0, 0.0, 0.0], [0.0, 0.1, 0.0], [-0.1, -0.1, 0.0], [0.1, 0.1, -0.1], [0.0, 0.0, 0.0], [0.0, 0.0, 0.0]], "lowdin_charge": [0.987, 0.713, -0.679, -0.264, -0.663, 0.758, -0.701, 0.712, -0.701, 0.719, -0.701, 0.704, -0.066, 0.992, -0.433, -0.224, -0.225, -0.296, 1.038, -0.607, -0.377, -0.079, -0.054, -0.040, -0.031, -0.071, -0.509, -0.097, -0.072, -0.074, -0.060, -0.109, 0.063, 0.080, 0.125, 0.102, 0.123, 0.063, 0.091, 0.100, 0.111, 0.114, 0.118, 0.103, 0.087, 0.098, 0.109, 0.108, 0.114, 0.087, -0.097, -0.285, 0.660, -0.271, -0.337, -0.193, -0.108, 0.048, -0.332, 0.031, -0.006, -0.134, -0.326, 0.102, 0.115, 0.010, 0.086, 0.086, 0.056, 0.110, 0.104, 0.121, 0.099, 0.117, 0.141, 0.126, 0.102, 0.089, 0.059, 0.177, -0.365, -0.005, -0.049, -0.079, -0.175, 0.044, 0.117, 0.045, 0.118, 0.116, 0.089, 0.048, -0.284, 0.659, -0.259, 0.048, -0.454, -0.144, -0.083, -0.220, 0.014, -0.028, -0.012, -0.186, 0.052, 0.112, 0.118, 0.128]}